{"formula": "C37H93F3N5O13", "method": "ωB97M-V/def2-TZVPD", "charge": 3, "orbital_gap_ev": 1.0, "max_force_ha_per_bohr": 0.102, "spin_multiplicity": 1, "e_tot_ha": -3015.558598, "de_lowest_ev": 11.810, "symbols": ["C", "O", "O", "C", "F", "F", "F", "C", "C", "H", "H", "H", "H", "H", "H", "C", "C", "C", "O", "H", "H", "H", "H", "H", "H", "H", "C", "O", "C", "C", "N", "H", "H", "C", "C", "O", "C", "H", "H", "H", "H", "H", "H", "H", "H", "H", "H", "H", "H", "H", "H", "C", "O", "C", "C", "N", "H", "H", "C", "C", "O", "C", "H", "H", "H", "H", "H", "H", "H", "H", "H", "H", "H", "H", "H", "H", "C", "O", "C", "C", "N", "H", "H", "C", "C", "O", "C", "H", "H", "H", "H", "H", "H", "H", "H", "H", "H", "H", "H", "H", "H", "C", "O", "C", "C", "N", "H", "H", "C", "C", "O", "C", "H", "H", "H", "H", "H", "H", "H", "H", "H", "H", "H", "H", "H", "H", "C", "O", "C", "C", "N", "H", "H", "C", "C", "O", "C", "H", "H", "H", "H", "H", "H", "H", "H", "H", "H", "H", "H", "H", "H"], "positions_angstrom": [[5.0775, 2.9739, 7.1506], [4.3114, 2.3880, 6.0961], [4.1420, 3.4189, 8.1200], [6.2227, 2.0316, 7.6633], [7.2080, 2.6801, 8.2239], [5.8578, 0.9937, 8.4309], [6.8922, 1.5309, 6.6285], [4.6968, 2.7013, 4.7658], [3.6178, 2.1369, 3.8424], [3.8015, 1.1035, 3.5482], [2.6978, 2.1336, 4.4270], [3.5130, 2.7788, 2.9677], [5.7053, 2.3780, 4.5080], [4.6506, 3.7707, 4.5603], [5.6192, 3.8291, 6.7465], [-0.4676, 3.3434, -1.6517], [-1.4309, 2.2780, -1.0854], [-0.6959, 1.4095, -0.0766], [-2.7292, 2.7425, -0.6411], [-0.4178, 4.0922, -0.8611], [-0.9251, 3.7140, -2.5690], [0.4789, 2.9344, -2.0051], [-1.5390, 1.5228, -1.8640], [0.1291, 0.9700, -0.6373], [-1.3867, 0.5926, 0.1324], [-0.4556, 1.8359, 0.8973], [5.1539, -0.6320, -1.4091], [6.0506, -1.1375, -2.3466], [5.7272, -2.4699, -2.8244], [6.7219, -2.9181, -3.9078], [6.9680, -1.7696, -4.9422], [6.0742, -1.5433, -5.3545], [7.1947, -0.9415, -4.4103], [7.9537, -2.1359, -6.1067], [7.9117, -1.0730, -7.2539], [7.9449, 0.2890, -6.8120], [8.1497, 1.2715, -7.8126], [4.1198, -0.6922, -1.7482], [5.3533, 0.4214, -1.2128], [5.2916, -1.0995, -0.4341], [4.6731, -2.4759, -3.1016], [5.8571, -3.2384, -2.0624], [6.3540, -3.7769, -4.4691], [7.6738, -3.1973, -3.4560], [7.7236, -3.0762, -6.6078], [8.9588, -2.3289, -5.7319], [6.9297, -1.1271, -7.7239], [8.6063, -1.2513, -8.0748], [7.3068, 1.1955, -8.4994], [9.0549, 1.1210, -8.4009], [8.2057, 2.2508, -7.3373], [-2.8508, -3.1421, 3.1524], [-3.4165, -4.0762, 4.0526], [-2.6730, -4.1752, 5.2394], [-1.4672, -5.0557, 5.1020], [-1.6981, -6.4270, 4.4390], [-2.0852, -6.3362, 3.5105], [-0.7773, -6.7759, 4.2144], [-2.5381, -7.4314, 5.2335], [-1.7708, -8.3843, 6.1464], [-0.7303, -7.6578, 6.7903], [0.1429, -8.5757, 7.3858], [-2.7150, -2.1579, 3.6006], [-3.6105, -3.2216, 2.3748], [-1.8950, -3.4354, 2.7181], [-3.3467, -4.4661, 6.0454], [-2.3795, -3.2101, 5.6523], [-1.1778, -5.3526, 6.1100], [-0.5996, -4.6583, 4.5752], [-3.0208, -8.0733, 4.4966], [-3.2593, -6.7670, 5.7095], [-1.3502, -9.1643, 5.5117], [-2.4501, -8.8403, 6.8666], [0.9561, -8.0076, 7.8377], [0.7167, -9.1926, 6.6942], [-0.3293, -9.1371, 8.1919], [-2.6504, 6.2057, -5.0635], [-3.6875, 5.2323, -4.9867], [-4.4568, 5.2371, -3.8273], [-5.6546, 4.2579, -3.7625], [-5.2729, 2.7620, -3.7805], [-4.7988, 2.5169, -4.6379], [-4.6944, 2.6751, -2.9571], [-6.4144, 1.7233, -3.5215], [-5.7075, 0.3636, -3.1059], [-6.5543, -0.7004, -3.1348], [-7.0394, -1.0414, -4.4445], [-2.9830, 7.1512, -4.6352], [-2.4817, 6.2692, -6.1385], [-1.7705, 5.8392, -4.5347], [-4.9169, 6.2242, -3.7815], [-3.8343, 5.0790, -2.9467], [-6.2382, 4.2404, -4.6829], [-6.2964, 4.4618, -2.9054], [-6.8200, 1.7367, -4.5331], [-7.1303, 2.0667, -2.7747], [-5.3362, 0.4732, -2.0870], [-4.8692, 0.1657, -3.7739], [-7.5469, -1.9918, -4.2789], [-6.1512, -1.1321, -5.0698], [-7.7917, -0.3872, -4.8851], [-0.7757, 4.9393, 6.1356], [-2.0427, 4.6221, 5.4793], [-2.0733, 3.4671, 4.6761], [-3.4954, 3.1237, 4.1475], [-4.4801, 2.8835, 5.2668], [-4.1387, 2.3879, 6.0779], [-4.6963, 3.7636, 5.7128], [-5.6862, 2.0432, 4.8077], [-6.2336, 2.3928, 3.4225], [-7.3126, 1.5160, 3.2586], [-7.7523, 1.5590, 1.9348], [-0.5935, 4.1211, 6.8324], [-0.8793, 5.9262, 6.5865], [0.0663, 5.0593, 5.4539], [-1.5728, 2.6427, 5.1842], [-1.4612, 3.7308, 3.8136], [-3.5214, 2.2220, 3.5357], [-3.8891, 4.0213, 3.6706], [-6.4534, 2.1618, 5.5728], [-5.2918, 1.0331, 4.9190], [-5.4936, 1.9903, 2.7308], [-6.4770, 3.4480, 3.2984], [-7.9022, 2.5234, 1.4494], [-8.7365, 1.0962, 2.0072], [-7.0924, 0.9769, 1.2915], [1.4768, -3.3844, -0.8398], [1.2748, -2.4659, -1.8765], [0.6795, -2.9840, -3.0579], [0.3361, -1.8888, -4.0459], [1.5346, -0.9887, -4.3903], [2.0063, -0.7730, -3.5237], [2.1085, -1.4873, -5.0551], [1.2533, 0.2191, -5.2444], [2.5273, 0.9888, -5.5310], [3.2095, 1.1406, -4.2641], [4.3141, 2.0793, -4.2508], [1.6436, -2.7417, 0.0247], [2.4016, -3.9059, -1.0865], [0.7450, -4.1593, -0.6113], [-0.1655, -3.5431, -2.6561], [1.3698, -3.7223, -3.4659], [-0.3893, -1.2987, -3.4858], [-0.0711, -2.4760, -4.8691], [0.4791, 0.7799, -4.7209], [0.7851, -0.1754, -6.1463], [2.3502, 1.9457, -6.0219], [3.1879, 0.3579, -6.1257], [3.8136, 3.0472, -4.2771], [5.0473, 1.9309, -5.0436], [4.9573, 2.1983, -3.3789]], "atomic_forces_ev_per_a": [[-3.222, 2.004, 3.594], [0.610, -0.867, -1.364], [2.921, -1.515, -1.970], [-1.381, 0.143, -0.843], [0.607, 1.644, 2.440], [-0.150, 0.151, 0.166], [0.126, -1.798, -2.487], [-0.698, 0.024, 0.247], [0.220, -0.318, 0.331], [0.083, -0.084, -0.131], [-0.141, 0.167, -0.134], [-0.106, -0.162, -0.168], [0.106, -0.265, 0.021], [0.264, 0.492, 0.547], [0.512, 0.280, -0.464], [-1.426, -0.282, -0.026], [-1.920, 0.650, 0.912], [-0.826, -0.562, 0.192], [2.387, -0.649, -1.244], [0.523, 0.343, -0.400], [-0.207, 0.632, 0.126], [0.379, -0.067, 0.573], [-0.414, -0.404, -1.154], [0.642, -0.023, 0.506], [-0.074, -0.246, 0.182], [0.420, 0.354, -0.213], [-0.392, 0.583, 1.130], [0.778, -1.554, -1.720], [0.656, 0.896, 0.507], [-0.179, 1.199, -0.543], [0.484, -2.265, -0.459], [-0.359, 0.030, -0.330], [0.771, 0.546, 0.116], [0.490, 1.331, -0.547], [-1.286, 1.269, 0.279], [0.946, -1.067, 1.504], [-0.305, -0.323, -0.536], [-0.208, -0.243, -0.019], [0.266, 0.002, -0.411], [-0.251, -0.377, 0.001], [-0.122, -0.092, -0.472], [-0.155, 0.109, 0.464], [-0.074, 0.091, 0.051], [0.063, 0.353, -0.170], [-0.854, -0.086, 0.488], [-0.134, 0.610, 0.569], [-0.375, -0.648, -0.261], [0.515, -0.374, 0.406], [-0.124, 0.451, -0.225], [0.214, -0.192, 0.182], [-0.163, -0.224, 0.032], [-0.908, -0.503, -0.737], [0.720, 0.010, 0.739], [-0.807, 0.058, 0.192], [0.534, -1.358, 0.742], [0.071, 0.046, 0.276], [-0.792, 0.452, -0.210], [0.562, -0.491, 0.540], [-0.273, 0.321, -0.362], [0.568, 1.362, -0.358], [-0.871, -0.416, -0.872], [1.801, 0.383, 1.210], [-0.331, 0.107, -0.071], [0.348, 0.994, -0.389], [0.252, -0.301, 0.131], [-0.122, -0.806, -0.208], [0.560, 0.352, -0.442], [0.457, 0.208, -0.007], [-0.254, 0.351, 0.048], [-0.346, 0.311, 0.007], [-0.115, -0.485, 0.237], [0.171, -0.246, 0.069], [-0.160, -0.017, -0.011], [-0.245, 0.289, 0.288], [-0.671, -0.436, -0.432], [-0.120, -0.257, -0.228], [-0.449, -0.547, -0.044], [-0.646, -1.460, -0.627], [-0.364, 0.253, 0.616], [0.306, -0.851, -2.100], [-1.099, 0.426, 2.769], [0.422, 0.071, -0.025], [1.420, -0.322, 0.304], [1.719, 0.242, -1.244], [-0.297, 1.643, -0.276], [-1.502, -0.441, -0.124], [0.234, -0.696, 0.890], [0.071, 0.148, -0.134], [0.336, 0.391, 0.228], [0.135, 0.154, 0.013], [-0.265, 0.190, 0.542], [0.090, 0.004, 0.334], [-0.303, 1.035, 0.053], [0.280, -0.159, 0.000], [-0.770, -0.706, 0.340], [0.263, 0.210, -0.126], [0.124, 0.057, 0.003], [0.430, 0.275, -0.249], [0.279, -0.085, -0.355], [-0.215, -0.198, -0.488], [0.210, 0.476, 0.221], [-0.538, -0.437, -0.439], [-0.931, 0.398, 0.314], [0.663, 0.655, -0.371], [1.058, 0.732, 1.412], [-0.713, -0.371, -0.149], [0.924, -0.516, 0.019], [-0.549, 0.739, -0.311], [0.203, 0.933, 1.124], [1.105, -1.847, 0.694], [-0.126, 1.246, 0.623], [-1.303, -1.108, -0.599], [0.375, 0.375, 0.272], [-0.366, -0.394, 0.320], [-0.122, -0.428, -0.393], [-0.192, -0.442, 0.113], [-0.028, -0.604, -0.546], [0.319, 0.385, -0.169], [0.062, -0.341, -0.505], [-0.070, 0.058, -0.052], [-0.329, -0.114, -0.622], [0.378, 1.004, -0.561], [0.004, 0.043, -0.101], [0.247, 0.493, 0.570], [0.045, -0.159, -0.544], [0.087, -0.169, -0.107], [1.561, 0.170, 0.435], [-0.815, 1.271, -1.137], [1.454, -0.678, 1.648], [-0.142, -0.349, 1.429], [-1.377, -1.099, -1.183], [0.584, 0.342, 0.350], [0.833, -0.811, 0.616], [-1.261, 0.494, 0.578], [1.206, -0.332, 1.503], [0.289, -0.544, 0.332], [-0.724, 1.167, -0.533], [-0.010, -0.393, 0.190], [0.218, -0.335, 0.361], [-0.689, 0.362, -0.458], [-0.735, 0.096, -1.026], [0.122, -0.222, -0.468], [-0.130, 0.509, -0.719], [0.006, 0.975, -0.590], [0.261, 0.336, 0.051], [0.168, 0.118, -0.151], [-0.180, -0.062, -0.051], [0.007, 0.103, -0.663], [0.429, 0.327, -0.641], [-0.431, -0.063, -0.552], [-0.723, -1.223, 0.740]]}